(1)
DFT (the ωB97M-V functional and the def2-TZVPD basis) results for the molecule C3H5N3O in a non-equilibrium geometry.

Atoms and positions in Å:
C -1.222817 -1.064690 -1.006692
C -0.393157 -0.270105 -0.060370
N -0.631578 -0.234714 1.216617
N 0.274768 0.696792 1.764810
C 1.136244 1.194752 0.705655
O 1.983598 2.064892 0.785678
N 0.711476 0.457227 -0.410845
H -1.510258 -0.477157 -1.884661
H -2.122500 -1.389945 -0.477858
H -0.683232 -1.955222 -1.348539
H 1.356352 0.404482 2.048313
H 1.101103 0.573688 -1.332108

Forces on atoms 1 to 6 (eV/Å):
C -0.04 -0.05 -0.07
C -0.15 -0.47 0.83
N 0.67 -0.22 -0.56
N 4.13 0.71 -0.14
C -1.11 1.16 -1.16
O -0.55 -1.01 -0.26

Energy above the lowest of the compared OMol25 structures with the same formula, charge and spin (eV): 2.034
LUMO level (eV): 0.57
F_max (eV Å⁻¹): 4.2
SMILES string: Cc1n[nH]c(=O)[nH]1
Gap between HOMO and LUMO (eV): 10.08

(2)
DFT (the ωB97M-V functional and the def2-TZVPD basis) results for a structure of composition C29H47BrN2O2RuSb in a non-equilibrium geometry.

Atoms and positions in Å:
Ru 1.090953 0.151273 0.806402
C -3.499710 0.260937 -5.585891
C -2.070023 -0.321533 -5.478960
C -1.120326 0.540998 -6.313369
C -2.079131 -1.755941 -6.059266
C -1.687240 -0.388928 -4.029934
C -0.607823 0.381627 -3.500150
C -0.302000 0.239744 -2.196429
Br 1.108972 1.291871 -1.452188
C -0.957168 -0.640418 -1.278233
O -0.542652 -0.764155 -0.077648
C -2.103979 -1.376115 -1.799968
C -2.396889 -1.212962 -3.132302
C -3.000098 -2.301494 -0.971425
C -4.438959 -1.745644 -1.034846
C -2.980582 -3.703969 -1.617097
C -2.618840 -2.451813 0.504714
H -3.769111 0.322120 -6.640060
H -3.550903 1.264644 -5.159611
H -4.237070 -0.366381 -5.083241
H -1.401756 0.465824 -7.362012
H -0.083171 0.206458 -6.232703
H -1.183624 1.597025 -6.039473
H -2.332087 -1.703429 -7.117335
H -2.817376 -2.392489 -5.571387
H -1.098906 -2.226410 -5.962046
H -0.047595 1.060548 -4.129771
H -3.242041 -1.760582 -3.521926
H -4.820401 -1.710679 -2.054797
H -4.499175 -0.740155 -0.612436
H -5.094217 -2.399816 -0.459526
H -3.449809 -3.706064 -2.600469
H -3.540106 -4.391245 -0.982729
H -1.962247 -4.084376 -1.720541
H -2.623753 -1.492877 1.025330
H -1.640789 -2.921252 0.623152
H -3.352538 -3.093487 0.990187
N 6.945309 -0.934096 0.166692
C 6.235493 -1.459582 1.186013
O 6.600580 -1.557437 2.332587
C 4.822494 -1.916107 0.876350
C 4.458187 -3.249811 1.035853
C 3.129431 -3.614792 0.880414
C 2.187111 -2.628928 0.669499
N 2.531190 -1.333561 0.563743
C 3.835067 -0.988343 0.625218
H 7.908650 -0.686463 0.342247
H 6.652753 -0.999695 -0.792508
H 5.208892 -3.990514 1.283295
H 2.819396 -4.647775 0.952436
H 1.132979 -2.860116 0.582221
H 4.078978 0.056590 0.473864
C -0.244785 4.876462 3.452543
C -1.046357 4.016775 2.504162
C -2.457542 3.699826 2.947122
Sb 0.042065 2.025309 2.373605
C 2.229856 2.211948 2.385614
C 2.648420 3.316849 1.420504
C 2.834118 2.346592 3.778617
C -0.396066 0.444476 3.795625
C -0.146086 0.781634 5.256509
C 0.461944 -0.699028 3.240212
H -0.725889 5.860923 3.467282
H 0.784476 5.035959 3.135788
H -0.261316 4.496739 4.475434
H -0.999076 4.367734 1.475649
H -2.491059 3.336133 3.975174
H -2.965817 2.990739 2.295110
H -3.028909 4.632871 2.916796
H 2.555820 1.210604 1.954614
H 2.417223 4.300951 1.826813
H 2.179349 3.230778 0.439701
H 3.730847 3.280727 1.274819
H 2.447190 3.231693 4.283576
H 3.916660 2.465569 3.691775
H 2.650044 1.475838 4.404793
H -1.456503 0.243148 3.639223
H 0.908177 0.935169 5.481065
H -0.490787 -0.055194 5.870273
H -0.702898 1.663142 5.574017
H 1.530114 -0.455577 3.264610
H 0.138796 -0.985396 2.206778
H 0.343649 -1.603618 3.842260

Forces on atoms 1 to 6 (eV/Å):
Ru -2.47 -0.33 -0.56
C -0.14 0.07 0.31
C 0.16 0.01 -0.22
C 0.05 0.07 0.15
C 0.06 -0.19 0.23
C -0.08 0.02 -0.12

Energy above the lowest of the compared OMol25 structures with the same formula, charge and spin (eV): 0.000
LUMO level (alpha / beta) (eV): -12.25 / -12.25
F_max (eV Å⁻¹): 2.6
Total charge: +3
Gap between HOMO and LUMO (alpha / beta) (eV): 4.38 / 4.38

(3)
DFT (the ωB97M-V functional and the def2-TZVPD basis) results for the molecule C3H4N2O in a non-equilibrium geometry.

Atoms and positions in Å:
O -0.668426 -2.260872 -0.336061
C -0.326628 -1.181983 0.115132
N -0.816310 -0.497387 1.206032
N -0.375289 0.759219 1.013824
C 0.303391 1.050054 -0.066983
C 0.471286 -0.231898 -0.782066
H -0.191033 -0.633912 -1.573526
H -0.630778 1.430470 1.734918
H 0.746995 2.029967 -0.204382
H 1.486794 -0.463658 -1.106888

Forces on atoms 1 to 6 (eV/Å):
O 0.08 -0.30 1.12
C -0.26 -0.62 0.04
N 0.09 -0.15 -0.07
N 0.09 0.20 -0.27
C -0.28 -0.20 0.05
C -0.11 -0.30 -0.22

Energy above the lowest of the compared OMol25 structures with the same formula, charge and spin (eV): 2.745
LUMO level (eV): 0.11
F_max (eV Å⁻¹): 2.0
Gap between HOMO and LUMO (eV): 8.75

(4)
DFT (the ωB97M-V functional and the def2-TZVPD basis) results for the ion C6H12N with charge +1 in a non-equilibrium geometry.

Atoms and positions in Å:
C 2.475190 -1.149753 0.272294
C 1.553142 -1.550826 -0.615458
C 0.515078 -0.551536 -0.303683
C -1.884825 -0.840224 -0.229184
C 0.598426 1.776402 0.324509
C -0.591174 -0.888125 0.589655
N 0.546547 0.864908 -0.796335
H 2.905185 -0.685887 1.038262
H 1.391685 -2.423392 -1.237478
H -2.546414 -1.766219 -0.160843
H -1.570226 -0.687988 -1.295704
H -2.498393 0.037399 -0.030384
H -0.314911 1.785226 0.780486
H 1.273044 1.636543 1.071468
H 0.805945 2.763216 0.120085
H -0.453394 -1.956589 0.843797
H -0.670440 -0.351979 1.649106
H 1.437018 0.884717 -1.373558
H -0.300193 1.091360 -1.354536

Forces on atoms 1 to 6 (eV/Å):
C -5.96 -1.62 -5.09
C 1.47 0.78 0.86
C 2.52 -0.22 1.37
C -0.88 -0.05 -1.13
C -0.50 0.82 -0.68
C -1.06 -0.82 2.52

Energy above the lowest of the compared OMol25 structures with the same formula, charge and spin (eV): 5.718
LUMO level (alpha / beta) (eV): -3.94 / -4.05
F_max (eV Å⁻¹): 8.0
Total charge: +1
Gap between HOMO and LUMO (alpha / beta) (eV): 8.69 / 8.58

Among the records above, which one has the lowest energy above the lowest of the compared OMol25 structures with the same formula, charge and spin?
C29H47BrN2O2RuSb